Molecular formula: CHN2
Method: DFT, the ωB97M-V functional and the def2-TZVPD basis

Energy relative to the best compared isomer or geometry (same formula, charge and spin) in kJ/mol: 152.7
Total energy in eV: -4018.727
Charge: +1
Frontier orbital gap (spin up / spin down) in eV: 8.124 / 8.084
LUMO (spin up / spin down) in Ha: -0.3624 / -0.3630
Spin multiplicity: 1
E_HOMO (spin up / spin down) in eV: -17.987 / -17.963

Cartesian coordinates (Å):
C1 0.418 -0.291 -0.523
N1 -0.930 0.936 1.257
N2 -0.285 0.322 0.475
H1 0.797 -0.967 -1.210